Below is a cluster of 5 separate species, C4H16NO7 in total in a non-equilibrium geometry, with properties calculated with ωB97M-V/def2-TZVPD.

```
28
Properties=species:S:1:pos:R:3:forces:R:3:nbo_charge:R:1
O -2.488108 -0.633719 1.686949 -0.9438 -0.4235 -0.7589 -0.656
C -2.502170 -0.363155 0.487154 1.5724 0.8759 1.1877 0.464
C -1.560549 0.816929 0.067311 0.6694 -0.0572 -1.6929 -0.180
C -1.038007 1.561792 1.287687 -0.6739 1.7376 0.6679 -0.085
O -2.180573 1.922241 2.104473 0.6309 -1.4207 1.1903 -0.753
N -0.454585 0.316506 -0.794487 1.6630 0.5250 -0.3484 -0.716
C 0.045345 -0.995134 -0.254827 -2.9826 0.8521 1.9377 0.069
O -1.033781 -1.836550 -0.290927 0.5789 -0.3962 -0.7200 -0.861
H -3.229140 -0.720186 -0.248604 -0.0759 -0.2443 0.0979 0.134
H -1.982913 1.653560 -0.553950 -0.5403 -1.1388 0.5021 0.207
H -0.219458 1.113972 1.881684 -0.5513 -0.1286 -0.3691 0.183
H -0.745564 2.596322 1.039274 0.7121 -0.6801 -0.6474 0.177
H -2.284638 1.105180 2.653962 -0.4761 0.8783 -0.7294 0.489
H -0.753726 0.123061 -1.755205 -0.2537 0.2207 0.4765 0.377
H 0.185105 -0.716647 0.835099 0.8101 -0.5358 -0.6416 0.121
H 0.965730 -1.353102 -0.719170 0.1356 0.1889 -0.3183 0.145
H 1.547701 0.482390 0.511379 -0.1179 0.0486 -0.0713 0.482
H 2.640436 1.516771 0.234113 -0.1128 -0.0969 -0.1805 0.496
O 2.440294 0.736469 0.764673 0.4963 -0.3764 1.0183 -1.005
H 3.295178 -1.028765 1.388213 -0.1855 -0.2060 -0.2763 0.504
H 3.083474 -2.440508 0.764567 -0.1741 0.2364 -0.0522 0.465
O 3.507987 -1.972976 1.486735 0.3179 0.0788 0.2825 -0.976
H 2.760460 1.354239 -1.940727 -0.3871 -0.2857 -0.0232 0.476
H 1.313491 1.654823 -1.346346 0.2346 -0.4095 -0.2473 0.510
O 2.225643 1.993573 -1.465870 -0.1627 0.9727 -0.3370 -0.986
H -1.201961 -1.920135 -1.900579 -0.2901 -0.2791 0.4380 0.496
H -1.024869 -2.937136 -3.028884 -0.0259 0.0117 -0.0821 0.449
O -1.310793 -2.029802 -2.893690 0.1323 0.0524 -0.3030 -1.026
```
Positions in Å, forces in eV/Å.

Results
net charge = -1
multiplicity = 1
LUMO = 3.2 eV
E_HOMO = -4.72 eV
total energy = -20230.3672 eV

Below is a structure of composition C17H25N3O3S2 in a non-equilibrium geometry, with properties calculated with ωB97M-V/def2-TZVPD.

```
50
Properties=species:S:1:pos:R:3:forces:R:3:nbo_charge:R:1
C 0.596892 2.169237 -1.912861 -0.7220 6.7331 -6.8299 -0.175
H 1.372616 3.012208 -2.156235 -0.9191 -1.1664 -0.0307 0.122
O 0.320072 2.151366 -0.679082 -1.8681 -1.7622 5.0278 -0.533
C -0.615870 3.076005 -0.234882 1.2889 -1.8464 1.5051 -0.110
C -1.304538 2.495473 0.950835 1.1429 5.6322 6.8461 -0.201
N -2.073933 1.329216 0.935529 -1.2295 3.9958 -0.6401 -0.529
C -1.482187 0.097660 1.196685 0.3651 1.8443 -2.5395 0.351
N -1.927042 -0.896698 0.576625 1.5128 -2.5987 1.9548 -0.472
C -3.178757 -0.887881 0.044098 6.3365 0.1651 2.8411 0.075
C -3.810113 0.186659 -0.046798 -6.0692 8.2951 -1.3162 -0.221
C -3.367468 1.714580 0.326904 1.0944 -10.0888 -0.1918 0.731
O -3.927390 2.700232 0.049481 0.0831 2.0714 0.1530 -0.525
S -5.389828 -0.196319 -0.883956 0.0116 6.8063 -0.4710 0.311
C -5.249193 -1.763361 -0.494487 0.9524 -4.7507 -1.2810 -0.474
C -6.099029 -2.267735 0.557658 -0.9089 -1.4965 8.2643 -0.628
H -7.193338 -1.968956 0.692232 1.5556 0.0127 -1.0324 0.242
H -5.649561 -1.944256 1.632752 -0.9068 0.0177 -2.0015 0.191
H -6.103041 -3.385945 0.896756 0.2497 1.4035 -1.8042 0.225
C -3.677032 -2.054260 -0.423080 -8.9584 -3.4363 8.2484 -0.355
H -3.346824 -2.388880 -1.193060 4.1383 -3.4878 -9.7813 0.212
H -3.675474 -2.990995 0.246672 0.6859 1.6075 -0.2628 0.222
H -5.800486 -2.213462 -1.275758 0.5047 -1.1235 -2.0798 0.234
S 0.181053 0.314848 1.851630 -0.1127 -2.2462 -0.3299 0.261
C 0.788013 -1.304241 1.292540 -11.2979 5.9126 -10.2801 -0.560
H 1.493489 -1.621655 1.637105 13.1291 -6.5348 9.1736 0.152
H 0.074703 -1.971944 0.914541 -1.6752 -1.0294 0.9948 0.268
C 1.591979 -1.291917 -0.196214 0.2666 5.8156 5.3987 0.695
O 1.161513 -1.378507 -1.268048 -2.8273 -2.9668 -4.3504 -0.592
N 2.650781 -0.442780 -0.032300 2.9453 0.2972 -3.6521 -0.454
C 3.409844 0.099818 1.097912 -0.9625 -2.9756 -3.7506 -0.241
H 2.756375 0.142552 1.856459 -1.5683 -0.7866 3.6777 0.205
C 4.696685 -0.569409 1.118052 0.6701 -0.4634 8.3348 -0.316
C 5.631744 -0.334116 0.024256 -8.4262 -2.8062 -1.7305 -0.410
C 4.840228 -1.036166 -1.242570 -3.9448 8.9320 6.3098 -0.357
C 3.472009 -0.286229 -1.350825 4.1300 3.8455 5.5943 -0.198
H 2.977868 -0.441557 -2.146108 -4.0577 -2.6383 -5.2952 0.206
H 3.672729 0.860425 -1.694913 -0.0967 -1.9198 1.9299 0.178
H 5.445592 -0.716628 -1.858677 5.4323 1.9989 -7.5403 0.199
H 4.688530 -1.939854 -1.098442 -0.7902 -8.5223 1.1659 0.187
H 6.431226 -0.774165 0.228766 6.9181 -4.4462 1.3433 0.198
H 5.904745 0.608648 0.020686 0.5500 5.0949 -1.1394 0.203
H 5.077474 -0.038319 2.357279 -0.2167 -1.5550 -3.4491 0.146
H 4.469873 -1.650252 1.464371 0.8947 1.3825 -1.0218 0.211
H 3.483123 1.070169 0.885090 0.7665 4.2342 -1.1353 0.197
H -2.180622 3.475624 1.326038 2.9562 -2.8083 -0.9617 0.223
H -0.429702 2.480103 1.876841 -2.8645 0.1838 -2.3803 0.217
H -1.373551 3.202433 -0.908353 -1.5796 1.0216 -2.5488 0.187
H 0.038923 3.883652 -0.011038 -0.6654 1.7449 0.5747 0.201
H -0.299488 2.378195 -2.754831 1.5515 -0.3026 2.3276 0.125
H 0.926411 1.307371 -2.195296 2.5352 -5.2896 -1.8378 0.176
```
Positions in Å, forces in eV/Å.

Results
net charge = 0
multiplicity = 1
LUMO = 0.5 eV
E_HOMO = -7.82 eV
total energy = -50301.1807 eV

Below is an isolated molecule of C4H7NO in a non-equilibrium geometry, with properties calculated with ωB97M-V/def2-TZVPD.

```
13
Properties=species:S:1:pos:R:3:forces:R:3:nbo_charge:R:1
C -2.058481 0.075260 0.449220 -0.6463 0.2065 0.4037 -0.439
N -0.768074 0.721888 0.345388 0.2199 -0.9214 -0.3251 -0.397
C -0.220797 0.315918 -0.719197 0.2216 -0.0642 -0.0116 0.123
C 1.097966 -0.330494 -0.574788 0.3041 0.2100 -0.4779 -0.035
C 2.100077 0.218061 0.326198 0.4202 0.2358 -0.0146 -0.089
O 1.309421 -0.872523 0.736173 0.1168 -0.1384 -0.0762 -0.466
H -1.797245 -0.981387 0.632622 -0.4554 0.3581 0.1476 0.200
H -2.687449 0.092815 -0.454846 0.0050 0.2343 0.1350 0.179
H -2.541569 0.460672 1.331698 -0.6684 0.0652 0.0693 0.203
H -0.794876 0.125504 -1.639461 -0.0407 -0.3961 0.1091 0.138
H 1.329720 -1.048419 -1.356175 0.3324 0.2959 -0.1130 0.199
H 3.144892 0.005528 0.128479 0.0536 0.0485 0.1684 0.185
H 1.848432 1.165527 0.801730 0.1373 -0.1343 -0.0147 0.200
```
Positions in Å, forces in eV/Å.

Results
net charge = 0
multiplicity = 1
LUMO = 0.6 eV
E_HOMO = -8.98 eV
total energy = -7795.7205 eV

Below is a structure of composition C34H30ClO6P2PdS in a non-equilibrium geometry, with properties calculated with ωB97M-V/def2-TZVPD.

```
75
Properties=species:S:1:pos:R:3:forces:R:3:lowdin_charge:R:1
Pd -0.213351 -0.025317 -0.775556 2.5529 -2.5159 5.4689 0.586
C 2.117949 -1.343117 2.291744 0.0080 -0.0463 0.0509 -0.287
C 2.217049 -2.404617 1.202144 -0.1783 0.5010 -0.0576 -0.291
P 1.537249 -1.892317 -0.457656 -1.2329 0.0348 0.0346 1.114
C 0.571049 -3.377317 -0.884756 -0.0806 0.3782 -0.0386 -0.368
C -0.798851 -3.258317 -1.103956 -0.0981 0.4115 -0.0254 -0.100
C -1.563051 -4.391017 -1.326156 0.0187 -0.1004 0.0046 -0.064
C -0.968951 -5.643517 -1.318556 -0.0704 0.1389 0.0049 -0.062
C 0.395049 -5.766417 -1.105556 0.0931 -0.0073 0.0091 -0.061
C 1.167449 -4.639417 -0.886356 -0.0496 0.1662 0.0248 -0.094
C 3.012549 -1.857017 -1.500456 -0.2310 0.4255 0.0134 -0.366
C 4.038849 -0.984417 -1.139856 -0.1752 -0.1429 -0.0101 -0.088
C 5.184049 -0.916317 -1.908656 0.0686 0.0204 0.0348 -0.064
C 5.306049 -1.709217 -3.039556 -0.0635 0.0100 -0.0468 -0.058
C 4.269849 -2.548617 -3.417056 0.0948 -0.0727 -0.0550 -0.053
C 3.118249 -2.622717 -2.654956 -0.1578 0.0469 0.1319 -0.079
C 0.675149 -0.996017 2.647344 -0.0111 0.0900 -0.4979 -0.299
P -0.070751 0.306283 1.561944 0.2725 -0.1613 -0.5398 1.052
C -1.688351 0.467383 2.354644 0.0119 -0.1489 -0.4777 -0.357
C -2.131251 1.602183 3.016844 0.1467 -0.0167 -0.0990 -0.069
C -3.407451 1.620583 3.555444 -0.0515 0.0389 0.0521 -0.058
C -4.240151 0.521183 3.418044 0.0181 -0.0528 -0.0438 -0.060
C -3.811351 -0.597617 2.717344 -0.0899 -0.0242 0.0320 -0.062
C -2.540851 -0.622517 2.180244 0.2185 -0.0255 0.0689 -0.108
C 1.039749 1.713283 1.850944 -0.0921 -0.1835 -0.3889 -0.356
C 1.278749 2.237383 3.117644 -0.1150 -0.1335 -0.0167 -0.085
C 2.194549 3.265183 3.279944 -0.0187 0.0188 0.0426 -0.063
C 2.880249 3.764383 2.182244 -0.0734 -0.0021 0.0096 -0.061
C 2.650349 3.236883 0.921044 0.0555 -0.0179 -0.0016 -0.056
C 1.736049 2.212283 0.750244 -0.0729 -0.0791 -0.2276 -0.101
H 2.656749 -0.438517 1.993944 0.0778 -0.0293 0.1182 0.095
H 2.606549 -1.738917 3.184444 0.0632 0.0975 -0.0327 0.120
H 1.656349 -3.289417 1.511944 0.0449 0.0236 -0.1056 0.091
H 3.262349 -2.685317 1.058844 -0.0943 -0.0347 -0.1403 0.098
H -1.280951 -2.268117 -1.096956 0.2747 -0.4847 -0.0639 0.080
H -2.620451 -4.294617 -1.511056 -0.1551 -0.0020 0.0090 0.109
H -1.573751 -6.522517 -1.469356 -0.0583 -0.1357 -0.0755 0.110
H 0.858549 -6.741117 -1.110756 0.0399 -0.0819 0.0215 0.112
H 2.229749 -4.735617 -0.706956 0.0790 -0.0472 -0.0223 0.116
H 3.927549 -0.359317 -0.264956 0.0721 0.1138 0.1199 0.101
H 5.979649 -0.243617 -1.630956 0.0963 0.0733 0.0405 0.110
H 6.203849 -1.659017 -3.636556 0.0650 0.0078 -0.0555 0.111
H 4.355249 -3.147117 -4.311656 0.0164 -0.0410 -0.0568 0.113
H 2.301749 -3.264717 -2.948356 -0.0317 -0.0410 -0.1052 0.109
H 0.624449 -0.615717 3.671844 -0.1476 0.1107 -0.1316 0.099
H 0.036949 -1.881017 2.590344 -0.0264 -0.0079 0.1081 0.090
H -1.486051 2.464983 3.078644 0.0111 0.1401 0.0859 0.107
H -3.759451 2.499983 4.072644 -0.0063 0.0773 0.0687 0.111
H -5.231151 0.533983 3.844544 -0.0993 0.0493 0.0335 0.110
H -4.473651 -1.438617 2.575244 -0.0431 -0.0640 0.0266 0.112
H -2.203851 -1.473417 1.595844 -0.0825 -0.0402 0.0509 0.104
H 0.742749 1.847583 3.972144 0.0020 0.0025 0.1232 0.108
H 2.367249 3.679783 4.263344 0.0074 -0.0030 0.0262 0.111
H 3.583749 4.573783 2.306944 0.0717 0.0419 0.0315 0.111
H 3.177649 3.623683 0.062744 0.0617 0.0538 -0.0717 0.113
H 1.551149 1.816483 -0.252556 0.0442 0.1592 0.3333 0.078
O 0.003149 0.599383 -4.611856 0.0990 0.1398 -1.5892 -0.244
Cl -0.085151 0.430883 -3.234156 0.4628 0.5930 -2.1304 0.605
O -1.447351 0.263383 -2.823656 -1.4376 -0.2203 -0.0079 -0.393
O 0.636849 -0.754317 -2.824356 0.2758 -0.8183 -0.0725 -0.409
O 0.469649 1.546983 -2.537656 0.5301 1.1494 0.3867 -0.339
O -1.107951 2.130283 0.091744 -0.7069 -0.2049 -0.3742 -0.040
C -2.210251 1.850883 -0.418856 0.6468 2.4135 0.1126 -0.604
O -2.652951 0.669683 -0.487956 -2.5610 -1.3858 -1.7105 -0.109
C -3.029151 2.929683 -1.016856 -0.2901 -0.5315 -0.2550 -0.146
C -2.739851 4.265683 -0.825356 -0.2557 0.1502 -0.2363 0.018
C -3.520151 5.223783 -1.457756 0.0540 -0.1983 0.0698 -0.035
C -4.537751 4.828283 -2.323256 0.2095 0.1246 0.1919 -0.049
C -4.816851 3.493983 -2.539756 0.0127 -0.5735 0.1412 -0.069
C -4.079751 2.515083 -1.854656 0.2702 1.1486 0.1549 -0.533
S -4.375551 0.835383 -1.976256 1.8400 -0.4571 1.6760 1.160
H -1.905551 4.526083 -0.193156 0.0672 0.0499 0.0793 0.130
H -3.331651 6.270783 -1.279456 0.0226 0.0887 -0.0691 0.114
H -5.121851 5.576683 -2.836156 -0.0552 0.0417 -0.0631 0.118
H -5.596751 3.202683 -3.222656 -0.1643 0.0021 -0.0966 0.112
```
Positions in Å, forces in eV/Å.

Results
net charge = +1
multiplicity = 1
LUMO (spin up / spin down) = -5.6 / -5.7 eV
E_HOMO (spin up / spin down) = -11.49 / -11.48 eV
total energy = -93430.0162 eV

Below is a structure of composition C4H3NO2, with properties calculated with ωB97M-V/def2-TZVPD.

```
10
Properties=species:S:1:pos:R:3:forces:R:3:nbo_charge:R:1
O 2.715254 0.742123 0.517458 -0.3439 -0.3405 -0.3482 -0.442
C 1.998884 0.070007 -0.176805 0.3074 0.2470 0.2355 0.371
C 0.517074 -0.000938 0.015814 -0.1285 -0.0401 -0.0826 0.411
N -0.277414 -0.706189 -0.709738 0.1631 0.2129 0.2248 -0.427
C -1.520048 -0.446210 -0.106653 -0.2048 -0.1993 0.0864 -0.234
C -1.420728 0.403258 1.038686 0.1037 -0.1684 -0.1900 0.035
O -0.060949 0.712168 0.999556 0.0403 -0.0357 0.0069 -0.420
H 2.361975 -0.551744 -1.014434 -0.0174 0.0692 0.0929 0.145
H -2.409980 -0.990456 -0.406817 0.1344 0.1280 0.0690 0.253
H -1.904066 0.767978 -0.157065 -0.0545 0.1267 -0.0946 0.307
```
Positions in Å, forces in eV/Å.

Results
net charge = 0
multiplicity = 1
LUMO = -0.8 eV
E_HOMO = -10.00 eV
total energy = -9777.6289 eV